133
Properties=species:S:1:pos:R:3:forces:R:3 method="wB97M-V/def2-TZVPD" max_force_ev_per_a=0.13 homo_ev=-11.99 e_tot_ev=-198597.5332 orbital_gap_ha=0.2701 e_lumo_ev=-4.65 total_charge=+2
Sn 0.371 -0.119 -0.695 0.045 -0.096 -0.080
O 1.917 -0.311 0.882 -0.015 0.046 0.017
S 1.401 0.428 2.155 -0.039 -0.005 -0.003
C 1.791 -0.603 3.544 0.005 0.003 -0.023
C 2.416 -0.030 4.632 0.012 -0.016 0.019
C 2.754 -0.754 5.788 0.006 0.037 0.009
C 2.474 -2.088 5.808 0.003 -0.050 0.002
C 2.761 -3.136 6.851 0.011 -0.004 -0.016
C 2.147 -4.439 6.283 -0.019 0.005 0.002
C 1.552 -4.037 4.959 0.009 0.027 0.037
C 0.859 -4.761 4.033 0.001 -0.030 -0.032
C 0.361 -4.080 2.912 0.020 -0.006 -0.002
C 0.549 -2.729 2.662 -0.014 0.039 0.004
P -0.434 -2.141 1.223 0.053 -0.011 -0.001
C -2.148 -2.545 1.680 -0.023 -0.037 -0.006
C -3.143 -2.518 0.700 0.013 -0.011 0.058
C -4.459 -2.797 1.036 -0.005 0.007 -0.020
C -4.805 -3.062 2.354 -0.029 -0.013 -0.006
C -3.828 -3.042 3.338 0.027 0.003 0.017
C -2.504 -2.793 3.005 -0.031 0.006 -0.007
C 0.132 -3.357 -0.028 0.022 -0.011 0.020
C 1.519 -3.487 -0.177 -0.004 0.000 0.010
C 2.046 -4.382 -1.094 0.023 0.017 -0.013
C 1.198 -5.143 -1.888 -0.013 0.005 -0.001
C -0.175 -5.003 -1.757 0.003 -0.002 0.009
C -0.711 -4.115 -0.833 -0.024 0.002 -0.009
C 1.344 -1.970 3.576 -0.017 0.014 0.013
C 1.781 -2.668 4.723 -0.001 0.002 -0.010
C 2.468 1.814 2.296 0.001 -0.018 -0.010
C 3.810 1.642 2.578 0.014 0.045 -0.035
C 4.671 2.730 2.794 0.013 -0.035 0.008
C 4.132 3.993 2.760 -0.004 0.015 -0.015
C 4.754 5.344 3.004 -0.006 0.002 0.002
C 3.600 6.361 2.795 0.007 -0.002 -0.013
C 2.419 5.524 2.375 0.010 -0.015 0.009
C 1.156 5.856 1.977 -0.017 -0.003 0.008
C 0.298 4.821 1.546 0.013 0.049 -0.025
C 0.633 3.480 1.566 0.030 -0.054 0.003
P -0.465 2.316 0.682 -0.070 -0.032 0.032
C -1.274 3.355 -0.563 0.064 0.020 -0.042
C -0.457 3.874 -1.570 -0.017 -0.002 0.006
C -0.980 4.725 -2.528 0.008 0.004 0.023
C -2.334 5.038 -2.505 -0.008 -0.009 -0.016
C -3.154 4.509 -1.520 -0.015 0.000 0.008
C -2.628 3.675 -0.542 0.007 0.021 0.013
C -1.744 1.800 1.853 -0.001 -0.012 -0.009
C -1.745 2.236 3.175 -0.008 0.010 -0.016
C -2.721 1.787 4.053 -0.005 0.010 -0.007
C -3.702 0.911 3.612 -0.006 -0.002 0.000
C -3.704 0.471 2.295 -0.001 0.017 0.007
C -2.723 0.904 1.418 0.021 0.022 0.017
C 1.907 3.109 2.095 0.004 0.006 -0.021
C 2.779 4.161 2.413 0.005 0.020 0.020
H 2.669 1.019 4.605 -0.020 -0.027 0.023
H 3.245 -0.253 6.611 0.001 0.001 -0.004
H 3.835 -3.228 7.014 -0.002 0.002 0.005
H 2.321 -2.860 7.810 -0.004 0.002 -0.002
H 2.897 -5.220 6.153 0.001 0.003 -0.006
H 1.379 -4.847 6.941 0.006 -0.006 0.002
H 0.663 -5.818 4.154 -0.002 0.003 -0.001
H -0.234 -4.651 2.208 -0.001 0.000 -0.002
H -2.901 -2.277 -0.327 0.015 0.000 -0.013
H -5.216 -2.795 0.261 0.005 0.003 0.003
H -5.834 -3.276 2.615 0.005 0.002 -0.002
H -4.092 -3.235 4.369 0.001 0.000 -0.005
H -1.755 -2.795 3.785 -0.021 0.009 0.001
H 2.187 -2.915 0.459 -0.008 0.000 -0.007
H 3.119 -4.496 -1.180 0.000 0.005 -0.002
H 1.608 -5.849 -2.598 0.000 0.004 0.002
H -0.842 -5.597 -2.370 0.004 0.009 0.000
H -1.786 -4.035 -0.753 0.010 0.009 -0.001
H 4.199 0.636 2.670 0.001 0.009 -0.001
H 5.715 2.557 3.016 -0.005 0.000 -0.003
H 5.176 5.402 4.008 0.001 -0.001 0.001
H 5.577 5.516 2.309 -0.001 -0.001 -0.002
H 3.376 6.907 3.712 -0.002 -0.001 0.001
H 3.844 7.107 2.039 0.000 0.000 0.002
H 0.816 6.882 1.934 0.002 -0.004 0.001
H -0.664 5.108 1.138 0.003 -0.002 -0.003
H 0.600 3.629 -1.593 0.005 -0.002 -0.009
H -0.336 5.138 -3.294 0.000 -0.001 0.002
H -2.749 5.695 -3.258 0.001 -0.001 -0.003
H -4.207 4.758 -1.501 0.003 -0.008 0.001
H -3.270 3.295 0.241 -0.011 -0.032 0.006
H -0.992 2.936 3.516 -0.001 -0.008 0.012
H -2.722 2.132 5.079 0.006 -0.001 -0.005
H -4.469 0.569 4.295 0.003 -0.002 0.000
H -4.464 -0.219 1.954 0.008 0.001 -0.003
H -2.731 0.549 0.390 -0.016 0.004 -0.014
C 1.934 -1.794 -3.432 -0.005 0.030 0.023
C 3.053 -1.156 -2.644 -0.037 -0.015 0.029
O 2.580 0.052 -2.019 0.035 0.025 0.022
C 3.645 0.854 -1.495 0.008 -0.009 0.026
C 3.115 2.237 -1.208 0.027 0.004 -0.016
H 2.316 -2.673 -3.952 0.001 0.003 -0.004
H 1.536 -1.095 -4.167 0.003 -0.004 -0.008
H 1.115 -2.128 -2.791 -0.012 -0.018 -0.005
H 3.885 -0.886 -3.300 -0.008 -0.009 -0.028
H 3.437 -1.831 -1.872 0.015 0.008 0.014
H 4.441 0.900 -2.243 0.001 -0.005 -0.006
H 4.046 0.382 -0.593 -0.007 -0.003 0.000
H 2.739 2.701 -2.121 -0.006 0.011 0.002
H 3.907 2.867 -0.799 -0.004 -0.003 0.007
H 2.312 2.208 -0.468 -0.024 -0.006 0.010
Br -2.592 3.661 -6.134 -0.002 -0.010 0.022
C -0.735 3.889 -5.871 0.021 0.008 -0.018
C -0.151 5.039 -6.387 0.024 -0.001 -0.002
C 1.206 5.264 -6.216 -0.009 0.000 -0.014
C 1.983 4.336 -5.539 0.003 -0.002 0.029
C 1.399 3.188 -5.029 0.026 0.021 0.004
C 0.036 2.959 -5.184 -0.040 -0.019 0.023
I -0.782 1.246 -4.308 -0.024 0.013 -0.029
H -0.762 5.750 -6.926 -0.001 0.002 0.007
H 1.654 6.160 -6.624 -0.006 -0.001 0.002
H 3.045 4.501 -5.413 -0.004 -0.004 -0.008
H 2.003 2.454 -4.510 -0.009 -0.008 -0.004
C -4.053 -2.885 -6.915 0.008 0.004 0.003
C -3.870 -3.215 -5.473 0.001 0.000 0.003
C -4.353 -4.329 -4.849 0.000 0.003 0.001
C -4.089 -4.487 -3.476 0.011 0.000 0.008
N -3.395 -3.602 -2.773 -0.016 -0.004 -0.006
C -2.918 -2.507 -3.382 -0.007 -0.010 0.035
S -2.033 -1.314 -2.582 -0.008 0.048 -0.022
N -3.165 -2.341 -4.721 -0.003 0.000 -0.005
C -4.574 -5.691 -2.737 -0.012 0.001 -0.003
H -4.680 -3.627 -7.401 0.001 -0.001 0.000
H -3.087 -2.858 -7.422 -0.004 -0.001 0.000
H -4.518 -1.905 -7.026 -0.004 -0.005 0.001
H -4.926 -5.062 -5.397 0.002 0.004 -0.001
H -2.797 -1.494 -5.139 0.009 0.006 0.003
H -5.307 -6.254 -3.310 0.002 -0.001 0.003
H -5.001 -5.390 -1.781 0.003 0.003 0.003
H -3.726 -6.344 -2.520 0.001 0.000 -0.007